{"formula": "C5H11N2S", "method": "the ωB97M-V functional and the def2-TZVPD basis", "total_charge": 1, "homo_lumo_gap_ev": [6.38, 6.38], "e_tot_ev": -19169.134, "spin_multiplicity": 1, "symbols": ["C", "C", "C", "C", "C", "N", "N", "S", "H", "H", "H", "H", "H", "H", "H", "H", "H", "H", "H"], "positions_angstrom": [[-0.35, -0.18, -1.84], [-1.15, -0.57, 0.77], [-0.75, -1.84, 0.01], [0.02, 0.27, 1.09], [1.22, 2.51, 2.07], [-0.45, -1.42, -1.40], [-0.06, -0.02, -3.12], [-0.39, 1.86, 1.48], [-1.99, 0.00, 0.15], [-1.59, -0.98, 1.67], [0.17, -2.41, 0.35], [-1.68, -2.54, -0.05], [0.99, -0.17, 1.47], [0.90, 3.15, 2.85], [1.74, 3.04, 1.17], [1.79, 1.62, 2.18], [-0.17, -2.24, -1.99], [-0.26, 0.88, -3.51], [0.18, -0.67, -3.82]], "nbo_charge": [0.185, -0.552, -0.204, -0.112, -0.714, -0.611, -0.793, 0.614, 0.291, 0.280, 0.218, 0.233, 0.253, 0.259, 0.267, 0.234, 0.374, 0.401, 0.377]}

{"formula": "C16H31O8Rb2", "method": "the ωB97M-V functional and the def2-TZVPD basis", "total_charge": 1, "homo_lumo_gap_ev": 6.64, "e_tot_ev": -34781.128, "spin_multiplicity": 1, "symbols": ["Rb", "Rb", "O", "C", "O", "O", "H", "C", "C", "O", "C", "H", "H", "H", "H", "H", "H", "C", "C", "O", "C", "H", "H", "H", "H", "H", "H", "C", "C", "O", "C", "H", "H", "H", "H", "H", "H", "C", "C", "O", "C", "H", "H", "H", "H", "H", "H", "C", "C", "O", "C", "H", "H", "H", "H", "H", "H"], "positions_angstrom": [[0.96, -2.41, -5.22], [3.12, -4.07, -2.41], [0.19, -0.31, -1.18], [0.21, -1.09, -2.29], [1.23, -1.84, -2.44], [-0.74, -1.08, -3.08], [-0.70, 0.09, -1.31], [-4.00, 0.30, -0.33], [-4.24, -1.08, 0.18], [-3.79, -1.45, 1.24], [-5.18, -1.98, -0.60], [-3.47, 0.22, -1.28], [-3.39, 0.88, 0.36], [-4.96, 0.80, -0.51], [-4.92, -1.84, -1.66], [-6.21, -1.62, -0.55], [-5.05, -3.04, -0.44], [-1.09, 0.90, 1.98], [-0.04, 1.34, 3.00], [-0.36, 1.58, 4.14], [1.40, 1.51, 2.57], [-0.83, 1.17, 0.96], [-2.06, 1.30, 2.26], [-1.05, -0.19, 1.94], [2.00, 1.89, 3.39], [1.53, 2.26, 1.79], [1.80, 0.56, 2.20], [3.65, 0.50, -0.82], [5.14, 0.46, -1.06], [5.69, 1.04, -1.97], [5.92, -0.49, -0.16], [3.19, -0.49, -0.87], [3.07, 1.17, -1.45], [3.45, 0.71, 0.23], [5.82, -0.25, 0.89], [6.96, -0.47, -0.48], [5.45, -1.47, -0.30], [-1.12, -3.48, 0.81], [0.20, -3.48, 1.48], [0.53, -4.39, 2.22], [1.13, -2.28, 1.34], [-1.14, -3.06, -0.21], [-1.88, -2.87, 1.33], [-1.53, -4.49, 0.79], [1.32, -2.06, 0.29], [2.07, -2.42, 1.87], [0.50, -1.54, 1.85], [-2.00, 4.34, -0.83], [-1.13, 3.12, -0.99], [-1.61, 2.03, -1.19], [0.35, 3.30, -0.80], [-1.53, 5.17, -1.36], [-2.05, 4.54, 0.24], [-3.00, 4.17, -1.21], [0.84, 2.33, -0.88], [0.65, 3.68, 0.17], [0.73, 3.89, -1.64]], "lowdin_charge": [0.996, 0.923, 0.065, -0.855, -0.317, -0.069, 0.095, -0.017, -0.489, 0.056, -0.017, 0.082, 0.055, 0.097, 0.080, 0.090, 0.081, -0.001, -0.477, 0.085, -0.011, 0.048, 0.090, 0.070, 0.087, 0.061, 0.064, -0.012, -0.492, 0.082, -0.011, 0.064, 0.082, 0.080, 0.089, 0.086, 0.071, -0.008, -0.492, 0.068, -0.004, 0.082, 0.077, 0.092, 0.051, 0.086, 0.071, -0.002, -0.480, 0.042, -0.009, 0.088, 0.100, 0.088, 0.061, 0.084, 0.097]}

{"formula": "C6H13NO3", "method": "the ωB97M-V functional and the def2-TZVPD basis", "homo_lumo_gap_ev": 8.86, "e_tot_ev": -14064.633, "spin_multiplicity": 1, "symbols": ["C", "C", "C", "C", "C", "C", "N", "O", "O", "O", "H", "H", "H", "H", "H", "H", "H", "H", "H", "H", "H", "H", "H"], "positions_angstrom": [[-0.48, -0.44, 0.80], [1.19, -0.05, 0.88], [-0.16, 0.28, -1.56], [-1.10, -0.44, -0.61], [1.45, -0.24, -1.51], [-1.20, 0.50, 1.75], [1.82, -0.72, -0.21], [-0.47, -1.77, 1.30], [1.41, 1.31, 0.90], [-0.13, 1.68, -1.36], [-1.38, -2.07, 1.42], [1.04, 1.70, 0.09], [-1.02, 2.03, -1.38], [1.65, -1.72, -0.11], [1.55, -0.47, 1.82], [-0.45, 0.08, -2.60], [-1.19, -1.48, -0.96], [-2.09, 0.01, -0.61], [1.61, -1.02, -2.25], [2.03, 0.65, -1.75], [-2.26, 0.26, 1.80], [-0.76, 0.41, 2.74], [-1.08, 1.53, 1.42]], "nbo_charge": [0.220, 0.267, 0.083, -0.485, -0.226, -0.642, -0.647, -0.741, -0.724, -0.748, 0.465, 0.493, 0.478, 0.374, 0.188, 0.164, 0.230, 0.205, 0.207, 0.201, 0.192, 0.223, 0.223]}

{"formula": "C11H36N10O7", "method": "the ωB97M-V functional and the def2-TZVPD basis", "homo_lumo_gap_ev": 7.10, "e_tot_ev": -41222.205, "spin_multiplicity": 1, "symbols": ["C", "O", "N", "N", "H", "H", "H", "H", "C", "O", "N", "N", "H", "H", "H", "H", "C", "O", "N", "N", "H", "H", "H", "H", "C", "O", "N", "N", "H", "H", "H", "H", "C", "O", "N", "N", "H", "H", "H", "H", "C", "C", "C", "O", "H", "H", "H", "H", "H", "H", "H", "H", "C", "C", "C", "O", "H", "H", "H", "H", "H", "H", "H", "H"], "positions_angstrom": [[-0.81, 1.86, 0.28], [-0.02, 2.42, 1.17], [-0.98, 2.33, -0.95], [-1.23, 0.67, 0.31], [-0.56, 3.27, -1.06], [-0.78, 1.67, -1.75], [-1.14, 0.11, 1.22], [-2.04, 0.41, -0.21], [-1.18, -0.11, -3.71], [-1.44, -1.37, -3.18], [-1.61, 0.28, -4.85], [-0.34, 0.79, -3.10], [-2.16, -0.39, -5.33], [-1.71, 1.30, -5.09], [0.26, 0.22, -2.47], [-0.01, 1.68, -3.58], [1.25, -1.61, -0.59], [2.49, -2.04, -0.17], [0.28, -2.39, -0.78], [0.96, -0.31, -0.83], [0.45, -3.33, -0.55], [-0.50, -2.18, -1.36], [1.72, 0.33, -0.72], [0.04, 0.01, -0.49], [3.33, 2.14, -1.62], [4.65, 1.97, -1.63], [2.56, 2.39, -2.67], [2.60, 2.07, -0.45], [3.03, 2.56, -3.56], [1.56, 2.51, -2.60], [3.14, 1.94, 0.42], [1.63, 2.30, -0.32], [4.94, -0.07, 1.63], [5.64, 1.13, 2.09], [4.74, -0.32, 0.39], [4.40, -0.87, 2.50], [5.02, 0.39, -0.33], [4.21, -1.13, 0.16], [4.47, -0.66, 3.48], [3.83, -1.67, 2.29], [0.93, -0.90, 2.84], [-0.33, -0.68, 3.67], [-0.15, 0.63, 4.45], [-1.32, -0.61, 2.99], [1.82, -0.82, 3.48], [1.03, -0.10, 2.10], [0.89, -1.92, 2.39], [-0.39, -1.45, 4.46], [0.83, 0.75, 4.88], [-1.02, 0.96, 5.06], [-0.21, 1.47, 3.76], [-2.14, -0.70, 3.54], [-3.16, -2.06, 0.02], [-4.01, -1.11, -0.79], [-5.43, -0.92, -0.28], [-3.55, 0.00, -1.11], [-2.65, -1.44, 0.75], [-2.39, -2.48, -0.50], [-3.65, -2.90, 0.43], [-4.08, -1.67, -1.72], [-6.02, -1.79, -0.33], [-6.05, -0.31, -0.93], [-5.53, -0.55, 0.76], [-4.08, 0.33, -1.92]], "nbo_charge": [0.761, -0.716, -0.884, -0.877, 0.385, 0.412, 0.447, 0.438, 0.781, -0.748, -0.793, -0.912, 0.419, 0.405, 0.464, 0.399, 0.793, -0.792, -0.790, -0.923, 0.408, 0.430, 0.426, 0.411, 0.769, -0.695, -0.829, -0.874, 0.419, 0.374, 0.448, 0.413, 0.743, -0.813, -0.822, -0.813, 0.452, 0.425, 0.408, 0.399, -0.634, 0.123, -0.667, -0.701, 0.219, 0.219, 0.212, 0.122, 0.215, 0.197, 0.229, 0.490, -0.618, 0.109, -0.639, -0.705, 0.196, 0.208, 0.227, 0.139, 0.211, 0.199, 0.207, 0.495]}

- What is the formula in the first record?
  C5H11N2S